[1]
An isolated ion of composition C7H14Cl2N4O and charge +2 in a non-equilibrium geometry, computed with ωB97M-V/def2-TZVPD.

The geometry in XYZ format:
```
28
Properties=species:S:1:pos:R:3
C -2.6106 -0.1765 -0.7640
C -0.4795 -1.1896 0.1194
C 1.5168 0.0335 0.0211
C -2.6234 -2.4371 0.0070
C 1.3513 2.4138 -0.4131
C 1.9540 1.8257 1.8879
C 2.4157 -0.9276 -0.6228
N 0.2854 -0.0107 0.1885
N -1.9029 -1.1831 -0.2308
N -3.8434 -0.2360 -1.0427
N 2.0405 1.3740 0.3578
O -0.0702 -2.2876 0.5017
Cl 2.9016 -1.9124 0.9941
Cl 3.7184 -0.2225 -1.4597
H -2.0067 -3.1102 0.6396
H -3.6562 -2.2582 0.5879
H -2.6452 -2.8763 -1.0075
H 1.2386 1.9629 -1.3975
H 0.3609 2.5439 0.0925
H 1.8835 3.4367 -0.4126
H 2.6564 2.6783 2.0533
H 0.8751 2.0175 2.0715
H 2.2309 0.9207 2.3972
H 1.9226 -1.6662 -1.3611
H -2.0376 0.6862 -0.9303
H -4.3081 0.4552 -1.5906
H -4.2497 -1.1879 -0.8247
H 3.0819 1.3334 0.1382
```

Kohn-Sham gap   0.346 Eh
Total charge   +2


[2]
A 2-piece molecular cluster, C9H14O overall in a non-equilibrium geometry, computed with ωB97M-V/def2-TZVPD.

The geometry in XYZ format:
```
24
Properties=species:S:1:pos:R:3
C -0.3713 0.4082 1.5150
C -0.2096 3.3748 -0.8020
C 1.1224 3.2509 -1.1372
C -0.8484 2.2755 -0.1279
C -0.0775 1.1456 0.2162
C 1.8002 2.0513 -0.9797
C 1.2169 0.9943 -0.3164
H -0.8936 4.1759 -1.0449
H 1.5829 4.0869 -1.6427
H -1.9219 2.1994 -0.0035
H 2.8108 1.8987 -1.3777
H 0.5604 -0.0939 1.8310
H -1.1145 -0.3841 1.5270
H 1.7863 0.0798 -0.3246
H -0.4874 1.2518 2.2170
C -0.3531 -3.2609 -0.0286
C -0.1876 -3.6808 1.4491
O -1.5709 -3.8154 -0.5018
H -0.4024 -2.1315 -0.1227
H 0.3634 -3.5544 -0.7995
H -1.1763 -4.0072 1.7452
H -1.5831 -4.7727 -0.4533
H 0.3175 -2.8904 2.0090
H 0.4377 -4.5628 1.5802
```

Energy above the lowest of the compared OMol25 structures with the same formula, charge and spin   38.4 kcal per mole
Kohn-Sham gap   0.358 Eh
Total charge   0


[3]
A 3-piece molecular cluster, C5H18NO2 overall in a non-equilibrium geometry, computed with ωB97M-V/def2-TZVPD.

The geometry in XYZ format:
```
26
Properties=species:S:1:pos:R:3
C 0.1708 1.0247 0.1333
C -0.1997 -0.4042 -0.1985
C -0.5193 -1.2414 1.0754
C -1.2441 -0.4742 2.1909
C -2.7429 -0.7343 2.0037
N 1.6576 1.2902 0.1121
H -0.3524 1.2910 1.2207
H -0.3527 1.8362 -0.4065
H -1.1297 -0.4036 -0.7638
H 0.5522 -0.9931 -0.8029
H -1.1804 -2.1326 0.7501
H 0.3738 -1.7883 1.4806
H -0.9165 -0.6151 3.2535
H -0.9763 0.6683 2.3675
H -3.0278 -1.0651 1.0322
H -3.3697 0.0559 2.2678
H -3.0391 -1.5546 2.6867
H 1.8217 1.9538 0.8856
H 2.1413 0.3972 0.4070
H 2.1063 1.4084 -0.7969
H 2.6307 0.6552 -2.8631
H 3.8803 0.8337 -2.1122
O 2.9451 0.5838 -1.9238
H 0.8315 -0.7265 -4.2245
H -0.5038 0.0662 -3.9972
O 0.4432 0.0687 -3.7777
```

Energy above the lowest of the compared OMol25 structures with the same formula, charge and spin   50.7 kcal per mole
Kohn-Sham gap   0.393 Eh
Total charge   +1


[4]
A 10-piece molecular cluster, C5H30NO10 overall in a non-equilibrium geometry, computed with ωB97M-V/def2-TZVPD.

The geometry in XYZ format:
```
46
Properties=species:S:1:pos:R:3
C -0.1001 -0.3535 0.3087
N 0.0985 -1.7583 0.4826
C -0.3671 -2.8827 -0.2746
O 0.3192 -3.1049 -1.5087
C -1.6204 -0.1031 0.1126
C -2.2650 0.7826 1.1597
C -1.6172 2.2078 1.0428
H 0.2968 0.2790 1.1927
H 0.3343 -0.0200 -0.6726
H 0.9807 -1.8352 0.9600
H -0.1524 -3.7450 0.2661
H -1.4632 -2.4642 -0.6790
H -2.0819 -1.0580 -0.1172
H -1.7927 0.4936 -0.8155
H -3.2969 0.7435 1.0155
H -1.9134 0.5229 2.1874
H -0.5838 2.2692 0.9654
H -1.8765 3.0016 1.8244
H -1.9387 2.5939 0.1190
H -2.3091 -1.9926 2.6808
H -0.9760 -2.2925 2.0687
O -1.5195 -2.4685 2.8427
H 3.5321 0.6534 -2.1317
H 2.0961 0.0958 -2.4456
O 2.6720 0.8873 -2.4192
H 0.5629 -2.1407 -1.8843
H 1.0833 -0.6758 -3.4426
O 1.0122 -0.9436 -2.5415
H -0.9520 -2.6485 -2.6597
H -1.0391 -1.1322 -2.8270
O -1.6188 -1.9023 -2.8098
H 3.0356 1.2597 1.9171
H 2.6877 -0.1563 1.9005
O 3.4447 0.4787 1.9795
H 1.8499 1.6975 -1.3237
H 0.3194 2.0566 -1.1615
O 1.2479 2.2360 -0.7064
H -1.4744 0.0469 -3.1784
H 0.0699 0.2655 -2.9194
O -0.7721 0.8017 -3.1398
H 1.3364 3.0419 0.9538
H 1.4660 2.8707 2.4385
O 2.0194 2.7261 1.6988
H -0.2353 0.2002 2.8648
H 1.0520 1.0929 3.1358
O 0.4488 0.3728 3.5404
```

Energy above the lowest of the compared OMol25 structures with the same formula, charge and spin   87.5 kcal per mole
Kohn-Sham gap   0.320 Eh
Total charge   -1


[5]
A 3-piece molecular cluster, H3N3O3 overall in a non-equilibrium geometry, computed with ωB97M-V/def2-TZVPD.

The geometry in XYZ format:
```
9
Properties=species:S:1:pos:R:3
N -0.9704 -2.0701 -0.2488
N -0.0471 -1.4476 -0.0053
N -1.7787 0.4329 -0.0224
O -2.6930 1.2059 0.0819
O 1.8512 0.3773 0.0762
O -0.5808 0.7436 0.2608
H 0.9940 0.8312 0.1281
H 0.8761 -1.0495 0.1578
H 2.3488 0.9764 -0.4283
```

Energy above the lowest of the compared OMol25 structures with the same formula, charge and spin   88.1 kcal per mole
Kohn-Sham gap (alpha / beta)   0.268 / 0.268 Eh
Total charge   0


[6]
A single C4H8N2O molecule, computed with ωB97M-V/def2-TZVPD.

The geometry in XYZ format:
```
15
Properties=species:S:1:pos:R:3
C 2.1193 0.2476 0.2421
C 0.8994 -0.2303 -0.5128
N 0.0215 -1.3151 0.0030
C -0.5468 -0.5674 1.1377
C -0.5074 0.0440 -0.1936
N -1.5866 0.2769 -1.1004
O -2.6435 0.9215 -0.4057
H 2.9249 -0.4849 0.1211
H 1.9371 0.3734 1.3126
H 2.4700 1.2060 -0.1560
H 1.0798 -0.3791 -1.5800
H -1.9611 -0.6406 -1.3361
H 0.1021 -0.2051 1.9345
H -1.5061 -0.9597 1.4683
H -2.8026 1.7129 -0.9347
```

Energy above the lowest of the compared OMol25 structures with the same formula, charge and spin   113.9 kcal per mole
Kohn-Sham gap   0.387 Eh
Total charge   0


Number 1: E -40520.751 eV. Number 2: E -11605.973 eV. Number 3: E -11054.383 eV. Number 4: E -27635.994 eV. Number 5: E -10655.977 eV. Number 6: E -9301.453 eV.